Record 1
A structure of composition C20H30AuN2OPSe2. Source: the OMol25 dataset; level of theory: the ωB97M-V functional and the def2-TZVPD basis.

Energy relative to the best compared isomer or geometry (same formula, charge and spin) ... 51.2 kJ/mol
Charge ... +2
Gap between HOMO and LUMO ... 7.139 eV
Total energy ... -6244.23914 Ha
HOMO ... -14.0409 eV

```
57
Properties=species:S:1:pos:R:3:forces:R:3:lowdin_charge:R:1
Au 0.53715 0.24725 0.68416 -0.149 0.066 -0.096 0.688
Se -0.61354 2.19253 -0.13653 -0.005 -0.156 0.059 0.579
P -1.63885 0.90354 -1.60879 -0.033 0.065 -0.025 0.324
Se -0.71245 -1.01933 -1.02600 0.080 0.039 -0.006 0.400
C -1.23362 1.33448 -3.29702 -0.035 -0.034 0.030 -0.411
C -1.43985 0.39254 -4.30526 -0.030 -0.024 0.002 -0.095
C -1.22760 0.74950 -5.62423 0.000 0.009 -0.006 -0.051
C -0.81603 2.04005 -5.93645 0.005 -0.002 -0.002 -0.041
C -0.60281 2.97233 -4.93247 0.004 -0.013 -0.008 -0.048
C -0.80819 2.62268 -3.60662 -0.003 0.038 0.025 -0.092
C -3.41196 0.86934 -1.37189 0.049 -0.016 -0.034 -0.410
C -4.14865 -0.18610 -1.90987 0.010 -0.020 -0.041 -0.094
C -5.52876 -0.16668 -1.82389 -0.003 0.006 -0.001 -0.050
C -6.17096 0.90119 -1.20779 -0.001 -0.004 0.004 -0.041
C -5.43683 1.94466 -0.66487 -0.001 -0.013 -0.006 -0.048
C -4.05257 1.93218 -0.74233 0.020 0.052 0.010 -0.091
H -1.76202 -0.61513 -4.06910 0.004 0.000 0.008 0.098
H -1.38465 0.02426 -6.41047 -0.004 -0.005 -0.005 0.118
H -0.65852 2.31731 -6.96982 0.010 0.000 -0.005 0.120
H -0.27372 3.97221 -5.17846 -0.002 0.009 -0.001 0.119
H -0.63030 3.35258 -2.82678 -0.006 -0.003 0.004 0.082
H -3.65456 -1.02108 -2.39324 0.005 -0.001 0.006 0.098
H -6.10581 -0.98114 -2.23920 -0.001 -0.006 -0.002 0.118
H -7.25076 0.91644 -1.14998 -0.005 -0.005 0.010 0.120
H -5.93932 2.76940 -0.17918 -0.002 0.006 0.002 0.119
H -3.48490 2.74614 -0.30889 0.004 -0.004 -0.002 0.082
N 2.46915 -4.30234 1.17854 -0.066 -0.039 -0.088 0.070
C 1.58789 -3.81590 2.29745 0.024 0.011 0.007 -0.071
C 0.79733 -2.60452 1.82696 0.010 -0.083 0.020 -0.186
N 1.67082 -1.52844 1.32184 -0.043 0.124 0.112 -0.186
C 2.58588 -2.01101 0.26927 0.021 -0.031 -0.051 -0.177
C 3.40117 -3.21305 0.72025 -0.003 0.012 0.056 -0.072
H 1.88545 -4.60382 0.39258 0.023 -0.030 0.011 0.192
H 2.99872 -5.12637 1.47295 0.019 0.032 0.032 0.195
H 2.25498 -3.57256 3.12505 -0.039 0.002 0.024 0.148
H 0.93296 -4.63123 2.59855 -0.023 0.018 -0.006 0.150
H 0.20730 -2.22445 2.65995 -0.006 -0.005 -0.016 0.134
H 0.09579 -2.87821 1.03517 0.006 -0.017 -0.007 0.087
H 2.21752 -1.14839 2.09523 -0.004 -0.046 -0.018 0.070
H 3.26632 -1.20729 -0.00887 -0.004 0.009 0.005 0.139
H 1.99216 -2.25078 -0.61668 -0.003 0.000 0.005 0.098
H 4.03609 -2.97776 1.57511 0.029 0.015 -0.033 0.148
H 4.02074 -3.60563 -0.08379 -0.017 0.028 -0.019 0.150
C 3.46549 1.08149 2.59503 -0.040 -0.070 0.020 -0.026
C 2.05634 1.44390 3.06180 -0.082 0.306 0.017 -0.722
C 2.09912 2.82633 3.71733 0.147 -0.033 0.179 -0.024
C 1.47012 0.44468 4.05721 0.062 -0.120 -0.053 -0.026
O 1.18374 1.64797 1.96300 0.032 -0.161 -0.203 -0.453
H 4.14857 0.98276 3.43855 0.009 -0.005 0.015 0.099
H 3.84652 1.85675 1.93157 -0.019 0.008 -0.007 0.099
H 3.50078 0.14133 2.03044 0.044 0.002 0.000 0.045
H 2.75629 2.81377 4.58864 -0.003 0.023 0.010 0.099
H 1.10210 3.12309 4.03826 -0.016 -0.022 -0.015 0.094
H 2.47281 3.56646 3.01151 0.001 -0.023 -0.019 0.094
H 2.12904 0.30795 4.91469 0.006 -0.007 0.016 0.099
H 1.29384 -0.54425 3.61051 0.040 0.089 0.098 0.039
H 0.50506 0.79837 4.41692 -0.014 0.025 -0.015 0.099
```
Positions in Å, forces in eV/Å.

***

Record 2
A structure of composition C20H30CaN2O21. Source: the OMol25 dataset; level of theory: the ωB97M-V functional and the def2-TZVPD basis.

Energy relative to the best compared isomer or geometry (same formula, charge and spin) ... 0.0 kJ/mol
Gap between HOMO and LUMO ... 8.100 eV
Total energy ... -3147.30950 Ha
HOMO ... -7.6761 eV

```
74
Properties=species:S:1:pos:R:3:forces:R:3:lowdin_charge:R:1
Ca -9.29106 15.46449 6.78734 -0.948 -0.462 -0.352 1.474
N -10.92414 13.04276 7.43097 0.469 0.537 -0.440 -0.595
O -11.62880 12.09021 7.70685 -0.152 -0.180 0.123 0.014
O -11.37974 14.21785 7.36233 -0.247 -0.025 0.307 -0.129
O -9.69504 12.91504 7.17127 0.112 -0.072 0.132 -0.101
N -8.09095 17.86766 5.77234 -0.506 -0.647 0.048 -0.585
O -8.91048 17.26299 5.03259 0.214 0.265 -0.184 -0.094
O -8.04801 17.45885 6.97572 0.487 0.376 0.240 -0.154
O -7.38090 18.76545 5.37310 0.085 0.259 -0.017 0.033
C -10.14432 17.78258 13.19582 -0.605 0.621 -0.042 -0.027
C -10.97599 17.51584 11.96718 0.458 -0.865 -0.290 -0.288
C -11.15888 18.68865 11.01293 -0.249 0.401 0.899 -0.098
O -11.00688 18.12952 9.72751 0.063 -0.049 -0.285 0.085
C -10.38540 16.93075 9.83058 -0.091 0.004 -0.124 -0.509
O -10.01498 16.28441 8.90407 -0.152 0.274 0.495 0.079
O -10.26548 16.56947 11.11475 0.024 0.160 0.145 0.093
H -10.75555 18.36696 13.89157 0.071 -0.112 0.067 0.094
H -9.28906 18.40731 12.94042 0.240 -0.285 0.044 0.089
H -9.87050 16.84882 13.67550 0.176 0.006 0.035 0.081
H -11.89993 17.00051 12.23547 -0.160 0.257 -0.048 0.158
H -10.40502 19.45524 11.22064 0.143 -0.102 -0.333 0.136
H -12.13046 19.17000 11.11952 -0.083 -0.162 -0.221 0.137
C -7.14119 15.39414 12.87966 0.188 0.427 0.110 -0.025
C -6.37703 15.30771 11.58363 0.105 -0.367 -0.144 -0.295
C -5.90649 13.88329 11.21554 0.273 0.278 0.544 -0.088
O -6.38582 13.67481 9.89934 -0.248 0.098 -0.053 0.086
C -7.17551 14.71373 9.52550 0.347 -0.372 0.114 -0.512
O -7.72694 14.75992 8.47650 0.197 0.002 -0.053 0.087
O -7.21931 15.65231 10.47507 -0.083 0.203 0.012 0.107
H -6.47260 15.08127 13.68502 -0.180 -0.203 0.049 0.093
H -8.05351 14.80100 12.85205 0.091 -0.185 0.025 0.098
H -7.41660 16.42700 13.09990 -0.013 -0.020 -0.128 0.074
H -5.52637 15.99057 11.59364 -0.097 0.127 -0.083 0.153
H -6.29706 13.14955 11.92469 -0.234 -0.119 -0.308 0.133
H -4.82063 13.79132 11.21729 -0.012 0.054 -0.081 0.131
C -3.08186 13.56284 5.24280 0.322 -0.303 0.101 -0.025
C -4.48515 13.08850 4.98647 0.164 -0.468 0.477 -0.317
C -5.09772 12.29474 6.15140 0.450 -0.340 -0.179 -0.085
O -6.42891 12.77674 6.21746 -0.104 0.074 0.050 0.094
C -6.51968 13.93026 5.53527 0.050 -0.285 0.105 -0.518
O -7.48954 14.62084 5.51378 0.389 0.102 -0.123 0.071
O -5.37854 14.19504 4.87338 -0.247 0.147 -0.118 0.115
H -2.76091 14.29864 4.50927 -0.086 0.128 0.066 0.089
H -2.38868 12.71966 5.17164 -0.092 -0.029 -0.031 0.091
H -2.99680 13.94572 6.25974 0.008 0.301 -0.106 0.088
H -4.52833 12.47761 4.08257 -0.142 0.261 -0.195 0.154
H -4.58138 12.44866 7.10294 -0.122 0.306 -0.006 0.131
H -5.08839 11.22111 5.96542 -0.254 0.045 -0.072 0.136
C -13.58935 16.18449 2.30296 -0.289 -0.028 -0.121 -0.025
C -12.59968 15.04863 2.26872 0.133 -0.173 0.310 -0.298
C -11.28439 15.27733 1.49726 -0.089 -0.008 0.525 -0.068
O -10.26871 15.22659 2.50518 -0.145 -0.128 0.087 0.084
C -10.80933 14.87183 3.69088 -0.193 0.451 -0.265 -0.534
O -10.18586 14.69270 4.68303 0.187 -0.248 -0.023 0.073
O -12.14334 14.78432 3.60908 -0.036 -0.150 -0.156 0.106
H -13.18991 17.09311 2.75160 0.188 -0.034 -0.049 0.087
H -14.45321 15.87140 2.89023 0.018 0.071 0.038 0.090
H -13.94416 16.39251 1.29068 0.064 0.075 0.010 0.088
H -13.11339 14.14618 1.93326 0.111 -0.018 -0.068 0.149
H -11.26090 16.26282 1.03757 0.098 -0.067 -0.190 0.132
H -11.07231 14.47430 0.79607 -0.084 0.157 -0.253 0.130
C -11.89470 21.25415 6.15254 0.053 0.401 -0.552 -0.025
C -12.50996 20.00605 6.72336 0.213 -0.270 0.033 -0.298
C -13.63838 19.34527 5.90871 -0.086 0.538 0.070 -0.090
O -13.20167 18.01431 5.68930 0.152 -0.078 0.113 0.073
C -11.97571 17.83006 6.25334 -0.149 0.257 -0.322 -0.522
O -11.41090 16.78986 6.26835 -0.021 -0.182 0.017 0.115
O -11.49592 18.98098 6.73695 -0.193 0.088 0.340 0.093
H -11.16289 21.70631 6.81921 -0.029 -0.139 0.146 0.087
H -12.63963 22.01736 5.91202 -0.119 -0.113 0.168 0.088
H -11.37297 21.02337 5.22055 -0.055 -0.109 0.034 0.099
H -12.83756 20.16896 7.75265 0.088 -0.063 0.023 0.147
H -13.81681 19.86643 4.96530 0.160 -0.208 -0.111 0.131
H -14.57776 19.32894 6.46012 0.007 -0.080 0.024 0.130
```
Positions in Å, forces in eV/Å.

***

Record 3
A structure of composition C20H30F18FeO15P3. Source: the OMol25 dataset; level of theory: the ωB97M-V functional and the def2-TZVPD basis.

Multiplicity ... 6
Gap between HOMO and LUMO (alpha / beta) ... 9.256 / 3.425 eV
Expectation value of S² ... 8.755
Total energy ... -5994.48362 Ha
HOMO (alpha / beta) ... -10.3498 / -10.3498 eV

```
87
Properties=species:S:1:pos:R:3:forces:R:3:lowdin_spin:R:1
Fe 0.56469 0.40697 1.36751 -0.739 1.501 2.748 4.465
P -0.84817 -1.21143 3.99849 -2.783 -1.347 5.036 0.000
F -1.69795 -0.99683 5.37695 1.025 0.289 -1.511 0.002
F -0.93058 -2.84823 4.15928 0.239 1.375 -0.400 0.006
F -2.25869 -1.25378 3.12820 1.322 0.550 0.533 0.000
F -0.05579 -1.37054 2.66315 2.300 -0.087 -4.754 0.050
F -0.67128 0.42656 3.72681 -0.242 0.095 -0.495 0.029
F 0.57977 -1.19025 4.76816 -1.209 0.009 -0.245 0.001
P 0.89338 -0.48016 -1.20037 2.399 -3.333 -5.433 0.001
F -0.39292 -0.42901 -2.26149 2.560 -0.081 2.160 0.002
F 0.44097 0.93927 -0.56286 -0.113 2.109 -0.807 0.062
F 0.08484 -1.09992 0.02268 -4.230 -0.636 2.350 0.064
F 2.01245 -0.47128 -0.04236 2.406 1.255 1.638 0.059
F 1.26800 -2.04153 -1.45699 -0.226 1.495 -1.413 0.005
F 2.07599 0.10112 -2.21883 -2.984 -0.475 1.233 0.002
P 3.34126 0.79208 3.44129 5.544 3.286 5.539 0.002
F 2.33488 0.07816 2.43038 -3.322 -2.335 -1.445 0.066
F 3.67833 1.68512 2.11662 -0.334 -0.263 -0.411 0.002
F 2.24182 1.82792 4.00466 -1.008 -0.719 -1.221 -0.001
F 4.42452 1.81566 4.17041 -0.431 -1.196 0.568 0.000
F 2.98311 -0.19671 4.75305 -0.015 1.402 -2.105 0.003
F 4.59924 -0.22409 3.23975 -1.394 0.138 -1.521 0.004
C -5.82590 2.89415 0.93024 0.275 -0.294 -1.285 0.000
C -4.76148 2.26260 -0.01358 -1.308 0.864 0.786 0.001
C -3.87047 3.19715 -0.77169 0.108 1.063 -1.183 0.000
O -2.55708 2.87018 -0.37229 2.713 -0.953 0.344 0.001
C -2.52109 1.83690 0.47824 -1.285 0.484 1.263 0.006
O -1.54066 1.31686 1.04155 -1.529 0.474 -1.425 0.048
O -3.81138 1.58190 0.80767 1.406 -1.900 0.436 0.002
H -6.63454 3.36507 0.37127 0.299 0.293 -0.469 0.000
H -5.33669 3.66548 1.52507 -0.241 -0.338 0.455 0.000
H -6.39149 2.11787 1.44563 0.655 0.011 0.590 0.000
H -5.23509 1.63908 -0.77187 0.069 -0.739 0.590 0.000
H -3.97784 4.27103 -0.61891 -0.290 -0.077 0.264 0.000
H -3.93120 3.00744 -1.84334 0.001 0.126 -0.002 0.000
C 3.61155 -3.21862 1.77163 0.142 0.699 -0.425 0.000
C 3.39908 -4.61489 2.17883 1.082 -1.029 2.694 0.000
C 1.97513 -5.03467 2.48976 -1.467 1.198 -0.870 0.000
O 1.89562 -6.31723 1.93239 -3.898 0.147 2.405 0.000
C 2.96858 -6.67674 1.39189 3.051 -2.625 -2.504 0.000
O 3.13323 -7.78495 0.94559 0.449 0.735 0.029 0.000
O 3.86360 -5.67349 1.34104 0.092 0.277 -1.161 0.000
H 4.62087 -3.09461 1.37922 -0.248 0.015 -0.639 0.000
H 3.65368 -2.57588 2.65094 -0.428 -0.094 0.196 0.000
H 2.78586 -2.90407 1.13334 0.400 0.362 -0.449 0.000
H 4.06671 -4.77525 3.02538 -0.320 0.198 0.663 0.000
H 1.26062 -4.45276 1.90757 0.078 0.501 -0.331 0.000
H 1.49334 -4.99019 3.46648 0.988 -0.281 0.440 0.000
C -0.86867 6.66685 0.29564 0.836 1.023 1.905 0.000
C 0.26189 6.03592 1.17877 -0.720 -0.302 -1.602 0.001
C 0.14579 5.91681 2.73706 0.981 1.800 -1.687 0.001
O 0.11778 4.53382 2.96871 -0.202 -2.048 1.823 0.003
C 0.45103 3.85041 1.91185 -0.172 -1.968 -1.684 0.011
O 0.69237 2.61037 1.74719 -0.469 1.546 1.045 0.095
O 0.42413 4.63668 0.87733 0.538 -0.891 -1.869 0.005
H -0.70010 7.73451 0.43631 -0.212 0.397 0.734 0.000
H -1.85583 6.47320 0.71532 -0.113 -0.294 -0.659 0.000
H -0.73012 6.74070 -0.78299 -0.103 -1.464 -0.042 0.000
H 1.16643 6.47414 0.75701 0.272 0.174 0.854 0.000
H -0.71651 6.46127 3.12186 0.091 -0.481 0.307 0.000
H 1.10345 6.27024 3.11927 -0.373 0.260 0.527 0.000
C 1.69881 3.03505 -4.43382 0.201 1.687 1.567 0.000
C 1.45532 1.83925 -5.28028 0.775 0.008 3.359 0.000
C 0.29678 0.93247 -4.81260 3.716 -0.215 0.913 0.000
O -0.51042 1.02867 -5.88672 -4.634 -2.758 1.075 0.000
C -0.13949 1.84666 -6.79351 -3.412 1.975 -4.375 0.000
O -0.85968 2.17729 -7.74512 2.324 -0.807 2.214 0.000
O 1.02603 2.29958 -6.48867 2.650 1.552 -2.518 0.000
H 2.41173 3.74313 -4.85629 0.089 -0.234 -0.371 0.000
H 2.08797 2.83701 -3.43510 0.200 -0.633 -0.014 0.000
H 0.82098 3.63902 -4.20419 -0.490 -0.128 -0.427 0.000
H 2.37636 1.26431 -5.18421 0.207 -0.098 -1.376 0.000
H -0.02524 1.22882 -3.81433 -0.931 0.091 -0.468 0.000
H 0.75169 -0.05700 -4.76657 -0.649 -0.341 0.284 0.000
C -1.75928 -4.86931 -0.25998 0.321 0.919 -0.141 0.000
C -1.60733 -4.63666 -1.73993 -1.635 -1.095 -0.876 0.000
C -0.29542 -4.81102 -2.50230 0.475 0.260 1.750 0.000
O -0.61974 -5.56097 -3.59890 -0.317 -0.630 -2.235 0.000
C -1.82389 -6.13478 -3.48457 -0.544 -0.947 -0.992 0.000
O -2.24779 -6.90942 -4.30685 0.095 0.927 1.319 0.000
O -2.41883 -5.70997 -2.35316 0.152 -0.202 -0.414 0.000
H -1.09522 -4.17184 0.25055 0.138 -0.207 0.365 0.000
H -1.58952 -5.90827 0.02262 0.197 0.167 -0.036 0.000
H -2.77556 -4.57074 -0.00283 0.017 -0.238 0.166 0.000
H -2.16969 -3.75936 -2.05961 0.441 0.491 0.181 0.000
H 0.36938 -5.46949 -1.94322 0.538 0.651 0.512 0.000
H 0.14955 -3.87880 -2.85022 0.164 -0.095 0.426 0.000
```
Positions in Å, forces in eV/Å.